A 11-piece molecular cluster, C34H93N3O14 overall in a non-equilibrium geometry, computed with ωB97M-V/def2-TZVPD.

The geometry in XYZ format:
```
144
Properties=species:S:1:pos:R:3:mulliken_charge:R:1
C 3.145 -7.647 10.935 -0.67
O 2.765 -6.326 10.369 -0.39
C 2.544 -5.302 11.302 -0.50
C 1.201 -5.508 12.022 -0.52
N 1.227 -4.849 13.336 -0.43
C -0.227 -4.849 13.723 -0.41
C -0.414 -4.169 15.056 -0.70
O -0.395 -5.246 16.067 -0.34
C 0.599 -5.060 17.055 -0.72
H 2.918 -8.473 10.261 0.25
H 2.755 -7.865 11.929 0.30
H 4.233 -7.657 10.998 0.27
H 2.560 -4.290 10.897 0.34
H 3.427 -5.327 11.942 0.32
H 1.061 -6.589 12.055 0.37
H 0.528 -5.031 11.309 0.27
H 1.617 -5.600 13.887 0.26
H -0.623 -5.862 13.803 0.32
H -0.900 -4.308 13.058 0.40
H -1.383 -3.679 15.150 0.34
H 0.379 -3.441 15.225 0.39
H 0.400 -4.091 17.513 0.32
H 1.634 -5.159 16.728 0.27
H 0.478 -5.798 17.847 0.26
C 2.731 0.894 2.599 -0.83
O 2.365 -0.057 1.693 -0.28
C 1.835 -1.237 2.278 -0.65
C 1.504 -2.209 1.193 -0.60
N 0.470 -1.783 0.272 -0.37
C 0.403 -2.689 -0.876 -0.68
C -0.464 -2.047 -1.907 -0.61
O 0.044 -0.784 -2.437 -0.32
C -0.869 -0.051 -3.289 -0.73
H 3.601 0.666 3.214 0.30
H 1.958 1.342 3.223 0.33
H 3.027 1.776 2.031 0.27
H 0.991 -1.073 2.948 0.37
H 2.588 -1.639 2.955 0.44
H 1.251 -3.138 1.703 0.35
H 2.447 -2.406 0.683 0.34
H 0.716 -0.865 -0.071 0.27
H -0.022 -3.621 -0.504 0.35
H 1.355 -2.958 -1.334 0.41
H -1.374 -1.867 -1.334 0.34
H -0.591 -2.709 -2.763 0.44
H -1.846 0.126 -2.840 0.31
H -1.116 -0.631 -4.178 0.30
H -0.416 0.865 -3.668 0.25
C -5.486 2.946 -12.473 -0.75
O -6.243 1.819 -12.952 -0.37
C -7.499 1.649 -12.355 -0.77
C -8.646 2.524 -12.938 -0.37
N -8.895 2.037 -14.293 -0.39
C -9.981 2.841 -14.877 -0.85
C -9.570 4.101 -15.628 -0.50
O -8.433 3.805 -16.310 -0.34
C -7.933 4.914 -17.043 -0.81
H -4.465 2.564 -12.454 0.27
H -5.696 3.185 -11.431 0.36
H -5.536 3.876 -13.040 0.24
H -7.433 1.614 -11.267 0.50
H -7.734 0.590 -12.463 0.32
H -8.367 3.575 -12.862 0.26
H -9.465 2.506 -12.219 0.43
H -8.062 2.332 -14.781 0.33
H -10.862 3.106 -14.293 0.37
H -10.319 2.230 -15.714 0.35
H -9.554 4.899 -14.885 0.36
H -10.365 4.498 -16.259 0.47
H -8.177 5.870 -16.580 0.36
H -8.126 4.762 -18.106 0.26
H -6.858 4.735 -17.029 0.27
C 4.728 8.141 0.506 -1.01
C 3.306 7.718 0.938 -0.15
O 2.406 8.701 0.507 -0.53
H 4.938 9.140 0.887 0.28
H 4.915 8.143 -0.567 0.28
H 5.403 7.448 1.010 0.33
H 3.292 7.617 2.024 0.25
H 3.093 6.715 0.570 0.26
H 1.483 8.681 0.770 0.29
C 6.491 6.894 10.688 -0.95
C 5.925 5.906 9.612 -0.25
O 6.054 6.434 8.348 -0.51
H 6.583 6.381 11.645 0.31
H 5.731 7.663 10.829 0.25
H 7.442 7.417 10.586 0.32
H 4.875 5.899 9.906 0.23
H 6.458 4.963 9.735 0.28
H 5.198 6.826 8.159 0.32
C 1.834 -11.791 -2.410 -0.89
C 0.794 -10.736 -2.492 -0.27
O -0.205 -11.326 -3.335 -0.49
H 2.717 -11.467 -1.859 0.31
H 2.099 -12.178 -3.394 0.27
H 1.434 -12.630 -1.841 0.26
H 1.119 -9.793 -2.930 0.33
H 0.415 -10.687 -1.471 0.19
H -0.014 -10.843 -4.142 0.30
C 9.704 1.885 1.881 -0.91
C 9.143 0.498 2.245 -0.19
O 9.858 -0.404 1.575 -0.52
H 10.691 1.787 1.429 0.30
H 9.606 2.614 2.686 0.28
H 9.072 2.267 1.078 0.25
H 8.135 0.270 1.900 0.20
H 9.058 0.276 3.308 0.30
H 9.745 -1.304 1.890 0.29
C -2.751 5.066 -0.104 -0.96
C -3.198 6.025 0.974 -0.15
O -2.898 7.311 0.514 -0.53
H -1.686 5.240 -0.254 0.26
H -3.279 5.259 -1.038 0.26
H -2.828 3.998 0.104 0.33
H -2.621 5.798 1.870 0.17
H -4.234 6.017 1.314 0.32
H -3.646 7.910 0.459 0.31
C -10.787 0.665 -3.227 -0.98
C -9.779 -0.267 -3.955 -0.16
O -9.877 0.112 -5.315 -0.54
H -10.882 0.252 -2.222 0.29
H -11.771 0.490 -3.661 0.31
H -10.633 1.738 -3.118 0.28
H -10.157 -1.278 -4.103 0.23
H -8.750 -0.215 -3.600 0.28
H -10.790 0.092 -5.610 0.30
C 2.456 7.046 -6.838 -0.91
C 1.825 8.100 -5.893 -0.20
O 1.248 9.327 -6.493 -0.55
H 3.073 6.454 -6.161 0.30
H 3.120 7.495 -7.577 0.28
H 1.651 6.503 -7.333 0.27
H 2.713 8.527 -5.426 0.23
H 1.181 7.630 -5.151 0.26
H 1.540 10.112 -6.023 0.31
C 6.613 -8.283 2.585 -0.89
C 6.688 -9.350 1.505 -0.22
O 8.118 -9.619 1.372 -0.52
H 7.268 -8.500 3.430 0.26
H 5.635 -8.339 3.063 0.31
H 6.882 -7.421 1.974 0.25
H 6.196 -8.978 0.606 0.21
H 6.127 -10.239 1.794 0.30
H 8.294 -10.558 1.464 0.30
```

The molar mass comes out at 768.1 g mol⁻¹. The HOMO energy is -8.816 eV. The calculation puts the total energy at -2568.37220 Eh. Its spin multiplicity is 1. As for the lowest unoccupied orbital energy: 0.44 eV. As for the total charge: 0. The HOMO-LUMO gap is 9.26 eV. The SMILES is COCCNCCOC.COCCNCCOC.COCCNCCOC.CCO.CCO.CCO.CCO.CCO.CCO.CCO.CCO. As for the energy above the lowest of the compared OMol25 structures with the same formula, charge and spin: 126.77 kcal/mol.

---

C14H20CdClF4N3O as an isolated structure, computed with ωB97M-V/def2-TZVPD.

The geometry in XYZ format:
```
44
Properties=species:S:1:pos:R:3:mulliken_charge:R:1
Cd -0.500 0.414 -0.044 1.01
C 0.237 3.199 1.532 -1.03
N 0.218 1.785 1.895 0.35
C -0.500 1.582 3.146 -1.07
C 1.570 1.223 1.960 -1.19
C 2.344 1.323 0.650 -0.54
N 1.514 0.950 -0.484 -0.07
C 1.993 1.097 -1.751 -0.07
C 1.109 0.969 -2.837 0.39
F -0.199 0.693 -2.576 -0.35
C 1.485 1.103 -4.151 -0.09
F 0.543 0.963 -5.098 -0.32
C 2.790 1.383 -4.508 -0.53
C 3.685 1.498 -3.467 0.11
F 4.979 1.746 -3.730 -0.31
C 3.320 1.351 -2.142 0.70
F 4.309 1.422 -1.222 -0.33
H 0.796 3.791 2.270 0.31
H 0.698 3.325 0.554 0.24
H -0.786 3.569 1.483 0.34
H -0.008 2.098 3.982 0.33
H -1.520 1.950 3.043 0.31
H -0.543 0.517 3.379 0.25
H 2.155 1.710 2.755 0.32
H 1.468 0.170 2.246 0.48
H 2.744 2.336 0.532 0.54
H 3.211 0.669 0.774 0.47
H 3.091 1.498 -5.538 0.48
C -3.704 -3.694 0.713 -1.02
N -2.495 -3.215 0.056 0.20
C -2.340 -3.439 -1.377 -1.08
C -1.625 -2.414 0.682 0.85
C -1.847 -2.139 2.141 -1.15
O -0.670 -1.910 0.064 -0.96
H -4.334 -4.160 -0.039 0.38
H -4.268 -2.875 1.159 0.35
H -3.483 -4.437 1.480 0.30
H -2.712 -4.432 -1.620 0.43
H -1.291 -3.371 -1.642 0.32
H -2.894 -2.693 -1.951 0.31
H -2.032 -3.053 2.706 0.48
H -2.701 -1.471 2.262 0.36
H -0.960 -1.651 2.536 0.12
Cl -2.846 0.617 0.176 -0.65
```

The molar mass comes out at 470.2 g mol⁻¹. The HOMO energy is -7.394 eV. The calculation puts the total energy at -1812.41051 Eh. Its spin multiplicity is 1. As for the lowest unoccupied orbital energy: 0.53 eV. As for the total charge: 0. The HOMO-LUMO gap is 7.92 eV.

---

C2HBr5OS as an isolated structure in a non-equilibrium geometry, computed with ωB97M-V/def2-TZVPD.

The geometry in XYZ format:
```
10
Properties=species:S:1:pos:R:3:mulliken_charge:R:1
C -0.377 -1.757 -0.705 -0.39
C -0.044 2.561 0.968 0.00
O 2.394 -1.173 -0.175 -0.33
S 1.481 -2.293 -0.534 0.40
Br -0.605 -0.099 -1.679 0.00
Br -1.190 -1.667 1.047 -0.02
Br -0.284 3.436 -0.663 -0.02
Br -1.635 2.002 1.719 -0.01
Br 1.347 1.345 1.334 0.02
H -1.088 -2.355 -1.312 0.36
```

The molar mass comes out at 472.6 g mol⁻¹. The HOMO energy (spin up / spin down) is -9.629 / -8.252 eV. The calculation puts the total energy at -13420.17147 Eh. Its spin multiplicity is 1. As for the lowest unoccupied orbital energy (spin up / spin down): -0.87 / -1.81 eV. As for the total charge: 0. The HOMO-LUMO gap (spin up / spin down) is 8.76 / 6.44 eV. As for the energy above the lowest of the compared OMol25 structures with the same formula, charge and spin: 32.35 kcal/mol.

---

C4H9O2S as an isolated structure in a non-equilibrium geometry, computed with ωB97M-V/def2-TZVPD.

The geometry in XYZ format:
```
16
Properties=species:S:1:pos:R:3:mulliken_charge:R:1
C 0.156 -2.414 1.796 -0.88
C -0.690 0.917 0.615 -1.29
C 0.028 0.876 -1.823 -1.38
C 0.432 0.497 -0.412 0.06
O 1.717 -1.941 -0.943 -0.64
O -0.742 -1.913 -0.984 -0.66
S 0.505 -1.511 -0.285 0.74
H -0.752 -2.764 1.383 0.26
H 0.898 -3.168 1.515 0.20
H -1.649 1.096 0.142 0.31
H -0.527 0.283 1.489 0.41
H -0.237 1.857 0.972 0.37
H 0.937 0.965 -2.414 0.34
H -0.344 1.947 -1.847 0.34
H -0.553 0.098 -2.292 0.36
H 1.355 0.994 -0.262 0.48
```

The molar mass comes out at 121.2 g mol⁻¹. The HOMO energy is -3.442 eV. The calculation puts the total energy at -706.37112 Eh. Its spin multiplicity is 1. As for the lowest unoccupied orbital energy: 3.92 eV. As for the total charge: -1. The HOMO-LUMO gap is 7.36 eV. As for the energy above the lowest of the compared OMol25 structures with the same formula, charge and spin: 110.97 kcal/mol.

---

C19H43LuOP3SSe as an isolated structure in a non-equilibrium geometry, computed with ωB97M-V/def2-TZVPD.

The geometry in XYZ format:
```
69
Properties=species:S:1:pos:R:3:mulliken_charge:R:1
Lu 1.035 -0.352 0.644 1.43
P 0.198 1.378 2.451 0.70
P -1.561 0.318 -0.803 0.60
P 1.768 1.836 -1.110 0.74
H 4.591 -2.452 1.484 0.29
C 4.238 -1.407 1.392 -0.61
C 2.935 -1.065 1.590 -0.28
H 2.231 -1.911 1.859 0.44
C -0.516 0.311 3.746 -1.17
C -1.068 2.647 2.177 -1.18
C 1.555 2.237 3.316 -1.27
C -1.980 -0.463 -2.407 -1.35
C -3.022 -0.257 0.143 -1.44
C -2.228 1.990 -1.208 -1.45
C 3.587 2.055 -1.136 -1.13
C 1.227 3.527 -0.629 -1.25
C 1.223 1.841 -2.873 -0.75
H 4.978 -0.597 1.249 0.27
H 2.784 0.005 1.898 0.07
H -0.026 -0.678 3.763 0.26
H -1.591 0.181 3.549 0.34
H -0.364 0.804 4.717 0.50
H -2.013 2.173 1.884 0.32
H -0.745 3.334 1.386 0.26
H -1.225 3.219 3.099 0.53
H 2.403 1.542 3.425 0.44
H 1.207 2.548 4.312 0.50
H 1.863 3.111 2.723 0.35
H -3.005 -0.180 -2.704 0.45
H -1.916 -1.554 -2.316 0.40
H -1.271 -0.146 -3.183 0.37
H -3.923 0.178 -0.312 0.53
H -2.963 0.073 1.186 0.34
H -3.102 -1.349 0.120 0.48
H -3.269 1.872 -1.537 0.58
H -1.659 2.471 -2.009 0.42
H -2.207 2.643 -0.330 0.31
H 3.912 2.923 -1.725 0.45
H 4.013 1.142 -1.575 0.31
H 3.967 2.147 -0.108 0.35
H 1.707 4.309 -1.232 0.53
H 1.458 3.726 0.424 0.32
H 0.141 3.616 -0.752 0.24
H 1.713 2.633 -3.452 0.48
H 0.144 2.036 -2.904 0.15
H 1.410 0.874 -3.360 0.03
C 3.715 -2.563 -2.516 0.64
C 4.236 -3.412 -1.524 -0.30
C 5.602 -3.735 -1.540 -0.62
C 6.480 -3.103 -2.444 -0.47
C 5.960 -2.130 -3.317 -0.66
C 4.586 -1.884 -3.373 -0.50
Se 1.832 -2.268 -2.864 -0.16
H 1.848 -1.565 -4.139 0.17
H 3.610 -3.753 -0.704 0.50
H 6.007 -4.456 -0.815 0.40
H 7.551 -3.353 -2.477 0.41
H 6.618 -1.546 -3.968 0.41
H 4.168 -1.159 -4.071 0.32
C 0.027 -4.821 1.510 -0.98
S -0.885 -3.341 0.986 0.51
C -2.031 -3.014 2.333 -0.70
O 0.068 -2.085 1.237 -0.86
H -0.687 -5.661 1.476 0.46
H 0.384 -4.694 2.543 0.34
H 0.869 -4.994 0.808 0.36
H -1.419 -2.991 3.238 0.37
H -2.442 -2.005 2.148 0.04
H -2.834 -3.754 2.412 0.46
```

The molar mass comes out at 666.5 g mol⁻¹. The HOMO energy is -15.706 eV. The calculation puts the total energy at -5883.25697 Eh. Its spin multiplicity is 1. As for the lowest unoccupied orbital energy: -9.58 eV. As for the total charge: +3. The HOMO-LUMO gap is 6.12 eV. As for the energy above the lowest of the compared OMol25 structures with the same formula, charge and spin: 0.00 kcal/mol.

---

C7H9Cl as an isolated structure in a non-equilibrium geometry, computed with ωB97M-V/def2-TZVPD.

The geometry in XYZ format:
```
17
Properties=species:S:1:pos:R:3:mulliken_charge:R:1
C -0.866 0.350 -2.188 -1.07
C -0.622 -0.039 -0.636 0.30
C -0.604 -1.296 -0.139 -0.92
C 0.209 -0.892 1.130 -0.04
C -0.306 0.386 1.610 -0.65
C 0.250 0.848 0.143 -0.35
C 1.289 -0.139 0.481 -0.32
H -1.382 1.385 -2.339 0.28
H 0.126 0.225 -2.787 0.24
H -1.567 -0.459 -2.625 0.33
H -0.870 -2.121 -0.568 0.64
H 0.521 -1.745 1.795 0.43
H 0.426 0.684 2.387 0.30
H -1.473 0.708 2.202 0.21
H 0.516 1.973 0.099 0.34
H 1.885 -0.682 -0.093 0.54
Cl 2.469 0.813 1.528 -0.26
```

The molar mass comes out at 128.6 g mol⁻¹. The HOMO energy is -9.024 eV. The calculation puts the total energy at -732.12886 Eh. Its spin multiplicity is 1. As for the lowest unoccupied orbital energy: 0.91 eV. As for the total charge: 0. The HOMO-LUMO gap is 9.94 eV. As for the energy above the lowest of the compared OMol25 structures with the same formula, charge and spin: 101.81 kcal/mol.